1.
{"formula": "C5H5BrS2", "method": "wB97M-V/def2-TZVPD", "homo_lumo_gap_ha": 0.3110, "spin_multiplicity": 1, "relative_energy_kcal_mol": 23.5, "species": ["Br", "C", "S", "C", "C", "C", "C", "S", "H", "H", "H", "H", "H"], "positions_angstrom": [[2.728, -0.950, -1.510], [2.788, 0.418, -0.157], [0.998, 1.791, -0.295], [-0.301, 0.646, -0.262], [-0.941, 0.258, 0.910], [-2.019, -0.593, 0.652], [-2.195, -0.823, -0.641], [-1.041, -0.032, -1.691], [3.545, 1.097, -0.346], [2.574, 0.028, 0.897], [-0.587, 0.483, 1.983], [-2.625, -0.957, 1.572], [-2.923, -1.367, -1.112]], "nbo_charge": [0.057, -0.466, 0.150, -0.450, -0.233, -0.271, -0.371, 0.457, 0.199, 0.236, 0.237, 0.234, 0.223]}

2.
{"formula": "C5H5Cl", "method": "wB97M-V/def2-TZVPD", "homo_lumo_gap_ha": 0.3578, "spin_multiplicity": 1, "relative_energy_kcal_mol": 53.1, "species": ["C", "C", "C", "C", "C", "Cl", "H", "H", "H", "H", "H"], "positions_angstrom": [[0.418, 1.515, 2.604], [0.564, 0.761, 1.648], [0.564, 0.071, 0.458], [-0.303, 0.053, -0.498], [-0.249, -1.009, -1.640], [-1.757, 0.921, -0.625], [0.439, 2.199, 3.406], [1.401, -0.554, 0.198], [0.710, -1.518, -1.547], [-1.122, -1.805, -1.286], [-0.664, -0.635, -2.716]], "nbo_charge": [-0.183, -0.037, -0.351, 0.033, -0.645, 0.026, 0.233, 0.232, 0.219, 0.227, 0.245]}

3.
{"formula": "C5H5Cl", "method": "wB97M-V/def2-TZVPD", "homo_lumo_gap_ha": 0.3675, "spin_multiplicity": 1, "relative_energy_kcal_mol": 95.5, "species": ["C", "C", "C", "Cl", "C", "C", "H", "H", "H", "H", "H"], "positions_angstrom": [[2.761, -0.126, 0.163], [1.647, 0.280, -0.176], [0.127, 0.486, -0.230], [-0.273, 2.305, 0.105], [-0.688, -0.313, 0.543], [-1.812, -0.736, -0.159], [4.012, -0.024, 0.100], [-0.095, 0.257, -1.262], [-0.667, -0.624, 1.568], [-2.894, -0.942, 0.476], [-2.116, -0.563, -1.128]], "nbo_charge": [-0.237, -0.044, -0.241, -0.086, -0.235, -0.306, 0.282, 0.245, 0.241, 0.194, 0.186]}

4.
{"formula": "C5H5Cl2N", "method": "wB97M-V/def2-TZVPD", "homo_lumo_gap_ha": 0.3956, "spin_multiplicity": 1, "relative_energy_kcal_mol": 60.5, "species": ["C", "C", "C", "C", "Cl", "Cl", "C", "N", "H", "H", "H", "H", "H"], "positions_angstrom": [[-2.210, 0.147, -0.829], [-0.994, -0.376, -0.542], [-0.294, -0.211, 0.727], [1.502, -0.168, 0.534], [2.190, -0.329, 2.082], [1.834, -1.460, -0.596], [1.915, 1.017, -0.138], [2.351, 1.934, -0.659], [-2.586, 0.172, -1.846], [-2.596, 0.906, -0.234], [-0.517, -1.123, -1.151], [-0.204, -1.125, 1.375], [-0.388, 0.615, 1.276]], "nbo_charge": [-0.354, -0.219, -0.342, -0.209, 0.087, 0.040, 0.206, -0.253, 0.207, 0.188, 0.215, 0.226, 0.208]}

5.
{"formula": "C5H5ClF2", "method": "wB97M-V/def2-TZVPD", "homo_lumo_gap_ha": 0.3574, "spin_multiplicity": 1, "relative_energy_kcal_mol": 50.6, "species": ["C", "C", "C", "C", "F", "C", "F", "Cl", "H", "H", "H", "H", "H"], "positions_angstrom": [[2.291, -0.443, 1.429], [1.451, -0.511, 0.416], [0.092, 0.133, 0.250], [-0.567, 0.252, -0.877], [-0.149, -0.260, -2.128], [-2.047, 0.338, -0.773], [-2.662, -0.763, -1.154], [-2.500, 1.714, -1.768], [3.409, -0.463, 1.362], [1.902, -0.229, 2.371], [1.589, -0.790, -0.633], [-0.399, 0.402, 1.253], [-2.409, 0.620, 0.252]], "nbo_charge": [-0.351, -0.222, -0.241, 0.319, -0.334, 0.155, -0.308, -0.054, 0.219, 0.188, 0.213, 0.222, 0.193]}

6.
{"formula": "C5H5ClN2O2", "method": "wB97M-V/def2-TZVPD", "homo_lumo_gap_ha": 0.3153, "spin_multiplicity": 1, "relative_energy_kcal_mol": 180.6, "species": ["C", "C", "C", "C", "C", "N", "N", "O", "O", "Cl", "H", "H", "H", "H", "H"], "positions_angstrom": [[0.886, 0.765, -0.281], [1.119, 0.050, 1.037], [-0.795, -0.704, 2.369], [-0.160, -0.096, -1.189], [-1.391, 0.280, -0.551], [0.197, -0.586, 1.684], [-1.261, 1.393, 0.147], [-2.037, 2.085, 0.778], [0.020, 1.953, 0.026], [0.238, -1.769, -1.267], [1.682, 1.138, -0.885], [1.971, 0.349, 1.593], [-1.156, -1.634, 2.655], [-0.066, 0.445, -2.181], [-2.283, -0.111, -0.786]], "nbo_charge": [0.052, -0.129, 0.056, -0.285, -0.152, -0.274, 0.413, -0.408, -0.358, 0.018, 0.228, 0.211, 0.175, 0.227, 0.226]}

What calculated total energy values result from the calculations? In sequence: -96977.104, -17785.259, -17783.417, -31798.471, -23220.850, -24856.412 eV.